# 1
C3H6N2O in the gas phase. Source: the OMol25 dataset; level of theory: ωB97M-V/def2-TZVPD.

XYZ file:
```
12
Properties=species:S:1:pos:R:3
O -0.64133 1.36070 -2.21487
C -0.23227 0.60323 -1.29105
N 0.60827 1.09250 -0.22219
C 0.71795 0.18622 0.89591
C -0.28255 -0.94948 0.42776
N -0.63893 -0.64466 -0.92563
H 0.89788 2.06558 -0.11840
H 1.68599 -0.18991 1.14410
H 0.33523 0.59144 1.88779
H -1.19555 -1.07496 1.11865
H 0.26044 -1.95782 0.59155
H -1.51512 -1.08284 -1.29363
```

Results
E_LUMO: 0.0312 Eh
SMILES string: O=C1NCCN1
Net charge: 0
HOMO-LUMO gap: 10.148 eV
HOMO level: -9.2990 eV

Atomic partial charges in e from the natural (NBO) method, atoms 1 to 8: number 1, O, carries -0.640; number 2, C, carries 0.785; number 3, N, carries -0.662; number 4, C, carries -0.215; number 5, C, carries -0.216; number 6, N, carries -0.641; number 7, H, carries 0.416; number 8, H, carries 0.187



# 2
2 unconnected molecules or ions with the total composition C3H6N2O. Source: the OMol25 dataset; level of theory: ωB97M-V/def2-TZVPD.

XYZ file:
```
12
Properties=species:S:1:pos:R:3
C -0.08643 1.84312 -0.49970
C 0.63980 1.19662 0.37184
N 1.27368 0.63020 1.27113
O 2.16090 -0.34818 0.79360
H -1.04326 1.43448 -0.80607
H 0.25281 2.78226 -0.92259
H 2.59360 -0.64512 1.60575
C -0.80899 -1.53132 -0.26565
N -1.86276 -0.87486 -0.00403
H -0.59841 -2.01056 -1.23070
H -0.04056 -1.61689 0.50515
H -2.48038 -0.85975 -0.81875
```

Results
E_LUMO: 0.0304 Eh
SMILES string: C=C=NO.C=N
Net charge: 0
HOMO-LUMO gap: 10.530 eV
HOMO level: -9.7022 eV

Atomic partial charges in e from the natural (NBO) method, atoms 1 to 8: number 1, C, carries -0.536; number 2, C, carries 0.323; number 3, N, carries -0.186; number 4, O, carries -0.558; number 5, H, carries 0.245; number 6, H, carries 0.236; number 7, H, carries 0.478; number 8, C, carries -0.040



# 3
C3H6N2O in the gas phase. Source: the OMol25 dataset; level of theory: ωB97M-V/def2-TZVPD.

XYZ file:
```
12
Properties=species:S:1:pos:R:3
N -1.37486 1.19683 -0.02983
C -0.36057 0.86003 0.81769
O 0.03299 1.58469 1.71122
C 0.38565 -0.40858 0.49700
C 0.37054 -1.12711 -0.80304
N 1.36731 -0.10784 -0.53967
H -1.87379 2.04442 0.19351
H -1.86552 0.48330 -0.53869
H 0.70018 -0.98147 1.36961
H -0.34655 -0.89339 -1.58776
H 0.68923 -2.16700 -0.78832
H 2.27539 -0.48387 -0.30173
```

Results
E_LUMO: 0.0335 Eh
SMILES string: NC(=O)[C@H]1CN1
Net charge: 0
HOMO-LUMO gap: 10.465 eV
HOMO level: -9.5524 eV

Atomic partial charges in e from the natural (NBO) method, atoms 1 to 8: number 1, N, carries -0.820; number 2, C, carries 0.669; number 3, O, carries -0.600; number 4, C, carries -0.192; number 5, C, carries -0.260; number 6, N, carries -0.559; number 7, H, carries 0.402; number 8, H, carries 0.391



# 4
3 unconnected molecules or ions with the total composition C3H6N2O. Source: the OMol25 dataset; level of theory: ωB97M-V/def2-TZVPD.

XYZ file:
```
12
Properties=species:S:1:pos:R:3
N 2.41416 0.21848 -1.79727
C 1.90821 0.52550 -0.79990
C 1.23930 0.96418 0.44037
O 1.49019 0.49315 1.51349
H 0.50354 1.77604 0.30681
H -0.40424 -1.61326 1.54394
H 0.13230 -1.39138 2.02354
C -1.21866 -0.12472 -0.98450
N -1.77606 -0.85358 -0.07320
H -0.60765 -0.59554 -1.74710
H -1.31904 0.95984 -1.04538
H -2.33417 -0.29647 0.55916
```

Results
E_LUMO: -0.0342 Eh
SMILES string: N#CC=O.[H][H].C=N
Net charge: 0
HOMO-LUMO gap: 9.805 eV
HOMO level: -10.7364 eV

Atomic partial charges in e from the natural (NBO) method, atoms 1 to 8: number 1, N, carries -0.230; number 2, C, carries 0.153; number 3, C, carries 0.335; number 4, O, carries -0.422; number 5, H, carries 0.157; number 6, H, carries 0.008; number 7, H, carries -0.012; number 8, C, carries -0.074



# 5
C3H6N2O in the gas phase. Source: the OMol25 dataset; level of theory: ωB97M-V/def2-TZVPD.

XYZ file:
```
12
Properties=species:S:1:pos:R:3
N -0.26270 1.56634 -0.78325
C -0.07034 0.28998 -1.20901
O 0.29409 -0.02297 -2.32738
C -0.23660 -0.78554 -0.14103
C 0.73705 -0.70880 0.93285
N -0.76980 -0.29629 1.10804
H -0.26366 2.29587 -1.48123
H -0.76611 1.70024 0.08269
H -0.43920 -1.75864 -0.58268
H 1.42933 0.10562 1.04723
H 1.00502 -1.68859 1.35180
H -0.49549 -0.69867 2.00467
```

Results
E_LUMO: 0.0362 Eh
SMILES string: NC(=O)[C@H]1CN1
Net charge: 0
HOMO-LUMO gap: 10.665 eV
HOMO level: -9.6803 eV

Atomic partial charges in e from the natural (NBO) method, atoms 1 to 8: number 1, N, carries -0.830; number 2, C, carries 0.663; number 3, O, carries -0.607; number 4, C, carries -0.160; number 5, C, carries -0.251; number 6, N, carries -0.689; number 7, H, carries 0.403; number 8, H, carries 0.420



# 6
C3H6N2O in the gas phase. Source: the OMol25 dataset; level of theory: ωB97M-V/def2-TZVPD.

XYZ file:
```
12
Properties=species:S:1:pos:R:3
C -2.00317 -0.85110 0.03658
C -1.03661 0.09509 0.03021
N 0.37423 -0.09480 0.03388
C 1.32362 0.99187 0.00622
N 0.81058 -1.33279 -0.04676
O 2.03447 -1.41960 0.02955
H -3.02715 -0.49065 -0.16530
H -1.84335 -1.90938 0.11246
H -1.22671 1.19907 -0.02063
H 1.97765 0.80992 -0.78758
H 0.75479 1.92736 -0.19353
H 1.86165 1.07502 0.96490
```

Results
E_LUMO: 0.0193 Eh
SMILES string: C=CN(C)N=O
Net charge: 0
HOMO-LUMO gap: 9.639 eV
HOMO level: -9.1139 eV

Atomic partial charges in e from the natural (NBO) method, atoms 1 to 8: number 1, C, carries -0.436; number 2, C, carries -0.018; number 3, N, carries -0.241; number 4, C, carries -0.430; number 5, N, carries 0.239; number 6, O, carries -0.407; number 7, H, carries 0.214; number 8, H, carries 0.224



# 7
A molecular structure, C3H6N2O. Source: the OMol25 dataset; level of theory: ωB97M-V/def2-TZVPD.

XYZ file:
```
12
Properties=species:S:1:pos:R:3
C 0.95579 -1.31848 -0.11936
C 0.54956 0.12382 -0.21059
C -1.30792 0.47783 0.27327
O 1.60867 0.94726 -0.23360
N -0.59882 0.57147 -0.83482
N -2.39115 0.85100 0.78399
H 1.30483 1.80887 -0.56312
H -2.91782 1.44678 0.14344
H -0.39577 0.09845 1.10560
H 1.49047 -1.56239 -1.04228
H 1.61785 -1.48062 0.73108
H 0.08432 -1.96399 -0.03361
```

Results
E_LUMO: 0.0058 Eh
Net charge: 0
HOMO-LUMO gap: 9.093 eV
HOMO level: -8.9347 eV

Atomic partial charges in e from the natural (NBO) method, atoms 1 to 8: number 1, C, carries -0.685; number 2, C, carries 0.662; number 3, C, carries 0.369; number 4, O, carries -0.633; number 5, N, carries -0.660; number 6, N, carries -0.730; number 7, H, carries 0.508; number 8, H, carries 0.355



# 8
C3H6N2O in the gas phase. Source: the OMol25 dataset; level of theory: ωB97M-V/def2-TZVPD.

XYZ file:
```
12
Properties=species:S:1:pos:R:3
N -0.80532 0.92302 -1.30919
C -1.12000 -0.19539 -0.59042
O -2.15187 -0.82006 -0.75215
C -0.09084 -0.65252 0.40871
C 1.34871 -0.29967 0.33921
N 0.47380 0.37988 1.28146
H -1.56203 1.32706 -1.84207
H -0.11898 1.56035 -0.93563
H -0.35307 -1.61597 0.83872
H 1.72261 0.32152 -0.47155
H 2.06242 -1.03272 0.70795
H 0.59262 0.01894 2.22403
```

Results
E_LUMO: 0.0355 Eh
SMILES string: NC(=O)[C@H]1CN1
Net charge: 0
HOMO-LUMO gap: 10.682 eV
HOMO level: -9.7159 eV

Atomic partial charges in e from the natural (NBO) method, atoms 1 to 8: number 1, N, carries -0.826; number 2, C, carries 0.663; number 3, O, carries -0.600; number 4, C, carries -0.187; number 5, C, carries -0.249; number 6, N, carries -0.583; number 7, H, carries 0.402; number 8, H, carries 0.396



# 9
C3H6N2O in the gas phase. Source: the OMol25 dataset; level of theory: ωB97M-V/def2-TZVPD.

XYZ file:
```
12
Properties=species:S:1:pos:R:3
C 1.93902 0.15481 0.28897
N 0.69788 0.59823 0.29949
C -0.44422 0.00079 -0.11474
N -0.31942 -1.27131 -0.68843
C -1.69385 0.68605 -0.05022
O -2.75904 0.18946 -0.40629
H 2.15312 -0.81089 -0.12667
H 2.70802 0.84984 0.60061
H 0.61591 1.38375 0.92726
H -1.23423 -1.53955 -1.04064
H -0.01774 -1.97440 -0.01357
H -1.64543 1.73322 0.32424
```

Results
E_LUMO (spin up / spin down): 0.0086 / 0.0129 Eh
Net charge: 0
HOMO-LUMO gap (spin up / spin down): 7.503 / 7.588 eV
HOMO level (spin up / spin down): -7.2700 / -7.2383 eV

Atomic partial charges in e from the natural (NBO) method, atoms 1 to 8: number 1, C, carries -0.286; number 2, N, carries -0.390; number 3, C, carries 0.109; number 4, N, carries -0.827; number 5, C, carries 0.307; number 6, O, carries -0.602; number 7, H, carries 0.204; number 8, H, carries 0.195



# 10
A molecular structure, C3H6N2O. Source: the OMol25 dataset; level of theory: ωB97M-V/def2-TZVPD.

XYZ file:
```
12
Properties=species:S:1:pos:R:3
O 2.15721 -0.67723 1.22117
N 1.53775 0.48783 0.77521
C 0.43892 0.23560 0.21386
C -0.63274 1.07786 -0.43937
N -1.53316 0.05525 0.03313
C -0.47780 -0.90577 -0.17109
H 2.96902 -0.33918 1.62035
H -0.34075 0.65152 -1.62300
H -0.87139 2.12445 -0.18009
H -2.46552 -0.06650 -0.33863
H -0.21798 -0.75701 -1.43608
H -0.56356 -1.88682 0.32454
```

Results
E_LUMO: 0.0334 Eh
Net charge: 0
HOMO-LUMO gap: 10.527 eV
HOMO level: -9.6185 eV

Atomic partial charges in e from the natural (NBO) method, atoms 1 to 8: number 1, O, carries -0.567; number 2, N, carries -0.135; number 3, C, carries 0.211; number 4, C, carries -0.231; number 5, N, carries -0.596; number 6, C, carries -0.258; number 7, H, carries 0.476; number 8, H, carries 0.135



# 11
C3H6N2O in the gas phase. Source: the OMol25 dataset; level of theory: ωB97M-V/def2-TZVPD.

XYZ file:
```
12
Properties=species:S:1:pos:R:3
H 0.99538 1.59696 -0.04639
N 0.65563 1.21307 -0.92813
C 0.09811 0.07934 -0.75283
C -0.44159 -0.49780 -2.05730
O -1.28434 -1.35209 -2.16254
N -0.16572 -0.57185 0.44839
C -0.02139 0.12129 1.72087
H 0.00142 0.02251 -2.93061
H 0.19635 -1.51200 0.49030
H 1.01353 0.35962 2.01400
H -0.44940 -0.50972 2.50732
H -0.59798 1.05066 1.69692
```

Results
E_LUMO: 0.0137 Eh
SMILES string: [H]/N=C(/C=O)NC
Net charge: 0
HOMO-LUMO gap: 10.098 eV
HOMO level: -9.7258 eV

Atomic partial charges in e from the natural (NBO) method, atoms 1 to 8: number 1, H, carries 0.337; number 2, N, carries -0.638; number 3, C, carries 0.314; number 4, C, carries 0.389; number 5, O, carries -0.488; number 6, N, carries -0.618; number 7, C, carries -0.426; number 8, H, carries 0.133



# 12
C3H6N2O in the gas phase. Source: the OMol25 dataset; level of theory: ωB97M-V/def2-TZVPD.

XYZ file:
```
12
Properties=species:S:1:pos:R:3
O 2.52923 -0.23311 -0.65067
C 1.36214 -0.14625 -0.34372
N 0.67234 1.02533 -0.06988
C -0.76434 0.79991 -0.08001
C -0.82533 -0.66338 0.31041
N 0.41958 -1.20290 -0.22638
H 1.05778 1.87414 -0.45826
H -1.19826 0.95091 -1.07527
H -1.29802 1.40534 0.65123
H -0.82700 -0.77257 1.43255
H -1.67433 -1.23571 -0.06951
H 0.54621 -1.80171 0.57952
```

Results
E_LUMO: 0.0309 Eh
SMILES string: O=C1NCCN1
Net charge: 0
HOMO-LUMO gap: 10.764 eV
HOMO level: -9.9243 eV

Atomic partial charges in e from the natural (NBO) method, atoms 1 to 8: number 1, O, carries -0.597; number 2, C, carries 0.771; number 3, N, carries -0.634; number 4, C, carries -0.232; number 5, C, carries -0.226; number 6, N, carries -0.646; number 7, H, carries 0.404; number 8, H, carries 0.185



Energy relative to the best compared isomer or geometry (same formula, charge and spin) across the listed records, respectively: 17.6; 109.6; 34.3; 93.5; 64.4; 88.4; 91.0; 29.3; 60.8; 128.6; 37.2; 13.8 kcal/mol.